Formula: C3H8N2O
Source: the Open Molecules 2025 dataset
Level of theory: wB97M-V/def2-TZVPD

The geometry in XYZ format:
```
14
Properties=species:S:1:pos:R:3:forces:R:3
H 1.8383 1.2065 -0.0885 -0.714 -0.218 -0.054
H -2.9230 0.3528 0.1409 0.390 0.020 -0.141
H 2.2043 -0.8682 -0.0702 -0.394 -0.260 0.158
C 1.1948 -1.2954 0.0425 -0.019 0.227 -0.018
C -1.0895 -0.4898 -0.0541 0.423 0.667 0.382
N 0.2402 -0.1792 -0.0508 0.868 -0.819 0.115
H 0.4247 1.7321 0.8520 0.131 -0.202 -0.500
H 1.1209 -1.8321 1.0166 -0.006 0.312 -0.732
H -1.6954 1.5696 0.0593 0.064 -0.894 0.004
C 0.7314 1.1703 -0.0602 0.205 0.582 0.543
H 0.3547 1.6740 -0.9470 0.056 0.385 -0.068
N -1.9437 0.5813 0.0270 -0.733 0.762 -0.043
O -1.4896 -1.6342 -0.0749 -0.262 -0.544 -0.037
H 1.0318 -1.9878 -0.7926 -0.008 -0.018 0.391
```
Positions in Å, forces in eV/Å.

The calculation puts the frontier orbital gap at 0.362 Eh. The calculation puts the LUMO energy at 0.0294 hartree. The SMILES is CN(C)C(N)=O. For the HOMO energy, the calculation gives -9.062 eV. The electronic energy is -8268.9106 eV.

***

Formula: C13H39AsF6O6
Source: the Open Molecules 2025 dataset
Level of theory: wB97M-V/def2-TZVPD

The geometry in XYZ format:
```
65
Properties=species:S:1:pos:R:3:forces:R:3
H 0.2556 -1.5029 0.5320 -0.082 0.326 -0.498
H -0.1282 -1.0648 3.0075 -0.002 -0.142 -0.212
C -1.8507 5.0832 -0.3594 0.394 0.417 0.967
F 3.7827 0.8876 -1.5033 -0.157 -0.254 0.028
C -0.3134 3.1489 0.1147 0.207 -0.649 0.265
H 3.3277 -1.4778 2.5751 -0.040 0.093 -0.256
H 0.4115 -6.6295 0.6796 -0.137 0.178 -0.218
H -1.0261 5.7554 -0.0987 -0.097 0.019 -0.058
H -1.5522 -1.9365 3.5896 0.111 0.084 0.037
F 3.9557 2.9559 -2.7322 -0.181 0.019 0.109
F 2.4805 1.2018 -3.6568 0.106 -0.164 0.511
H 1.7134 1.0466 2.8776 -0.287 0.005 -0.026
H 0.9423 -4.6577 -1.8116 -0.002 -0.528 0.163
H -2.9936 -0.0578 3.1516 0.015 0.169 0.036
H 4.8833 -0.7006 2.4701 0.063 0.301 0.077
H -1.9319 1.2550 -0.8583 0.280 -0.198 0.193
H -1.9064 1.0529 -4.3283 0.017 -0.041 -0.010
H -1.7532 0.8434 2.2849 0.208 -0.024 -0.007
H 2.1006 -3.5627 -0.0543 -0.003 0.103 0.006
C 3.2169 0.5128 1.7222 -0.007 -0.206 0.936
C 1.0896 -5.7690 0.6816 -0.437 -0.589 0.563
H -2.3553 -1.7826 1.3736 0.024 0.104 -0.013
C 0.4035 -4.4646 0.3008 1.383 -0.548 -1.048
H -1.7729 3.8506 1.4764 -0.528 0.054 -0.044
O 1.7945 0.6306 2.0161 0.361 -0.204 -0.466
C -1.2038 -1.1879 2.8696 -0.256 0.168 0.031
C -1.5495 1.2353 -3.3170 1.106 0.325 0.225
H -3.8351 0.1135 -1.7835 -0.013 0.183 -0.177
H 0.5263 3.6953 0.5380 -0.089 0.300 -0.155
H -3.6457 -0.4836 -3.4355 0.093 -0.249 -0.058
C 3.8298 -0.5080 2.6690 -0.414 -0.591 -0.022
C 0.0662 -4.4714 -1.1870 -0.632 0.779 -0.016
H -1.9409 2.1879 -2.9504 -0.585 -0.277 0.146
H 3.6590 1.4946 1.8754 0.127 0.038 -0.363
C -1.6662 3.7644 0.3925 0.416 -0.088 -1.619
O 0.7149 -0.7609 0.0574 0.343 -0.007 1.011
H -0.2549 2.1489 0.5615 -0.115 0.120 0.093
H -0.7623 -5.1504 -1.3942 0.264 -0.206 -0.197
H 1.4638 -5.7256 1.7063 0.176 0.171 -0.099
H -0.1460 2.9817 -0.9477 0.017 0.336 -0.050
C -3.2086 -0.4973 -2.4399 0.384 0.194 0.665
O -2.6108 2.8274 -0.2102 -0.212 -0.033 0.934
H -3.4853 2.9977 0.1583 0.026 -0.034 -0.160
F 2.6556 2.8963 -0.6059 0.029 -0.273 -0.099
H 3.6695 -0.2374 3.7157 0.311 0.275 -0.025
H -1.8328 4.9445 -1.4364 0.011 -0.252 -0.024
O 1.3516 -3.3955 0.5288 -0.760 0.010 0.525
H -2.7751 5.5899 -0.0730 -0.069 -0.080 -0.072
C -1.9175 0.1356 3.0972 -0.317 -0.344 0.074
O -1.4137 -1.6815 1.5430 0.399 -0.176 0.099
F 1.5117 3.2128 -2.7421 -0.286 -0.203 0.292
F 1.3561 1.0073 -1.4810 -0.176 0.295 -0.182
H -3.2171 -1.4903 -1.9850 -0.151 -0.131 -0.311
As 2.6245 2.0272 -2.1259 0.833 0.694 -0.766
H -0.2513 -3.4777 -1.5255 -0.192 -0.020 0.296
H -0.4716 1.4371 -3.3298 -0.080 -0.134 -0.359
H 0.0850 -0.2045 -0.4898 -0.470 0.110 0.118
O -1.4739 0.4057 -1.0374 0.333 -0.389 -0.177
H -1.0917 -0.7554 -2.7023 0.202 0.053 0.238
H 1.1231 -0.1723 0.7875 -0.394 -0.138 -0.435
H -0.4845 -4.3192 0.9097 0.108 0.449 0.125
C -1.7648 0.0466 -2.3948 -1.286 0.346 -0.335
H 1.9007 -6.0240 -0.0023 0.095 0.205 0.023
H -1.6071 0.5719 4.0479 -0.031 0.059 -0.034
H 3.2981 0.2032 0.6884 0.043 0.193 -0.196
```
Positions in Å, forces in eV/Å.

The calculation puts the frontier orbital gap at 0.385 Eh. The calculation puts the LUMO energy at 0.0027 hartree. For the HOMO energy, the calculation gives -10.393 eV. The electronic energy is -103544.9950 eV.

***

Formula: C3H16NO3S
Source: the Open Molecules 2025 dataset
Level of theory: wB97M-V/def2-TZVPD

The geometry in XYZ format:
```
24
Properties=species:S:1:pos:R:3:forces:R:3
H 0.8554 -0.9838 0.7801 0.122 -1.488 0.298
H -0.4961 -0.2834 0.2604 0.188 0.496 0.376
H 0.2230 2.6075 -1.0429 -1.521 0.189 0.823
H 0.6240 -0.6094 -0.8042 0.482 -0.527 -1.288
N 0.5320 -0.3061 0.1340 -0.531 3.052 0.670
H -1.9864 -1.8113 1.9416 1.004 1.470 -1.661
H -2.7137 1.8928 -1.1785 0.914 0.459 -0.036
C -0.4083 2.7120 -0.0929 0.605 1.375 -1.056
H 1.3376 2.9050 1.1765 0.290 0.515 -0.028
H -0.7133 3.7890 0.0266 1.069 -0.985 0.035
O -0.0086 -1.8660 -2.2775 -0.222 0.103 -1.212
H 0.1744 1.9190 1.9457 -0.727 0.097 0.374
H 2.0048 1.2170 -0.4094 -1.172 -0.351 0.953
H 0.5824 -2.7323 -0.4361 0.054 -0.372 -0.681
C 0.5771 2.1702 0.9804 -0.860 -0.390 -0.816
H 1.2386 -3.5497 0.7112 -0.330 0.251 -0.251
H 2.0059 0.5808 1.2492 -0.172 0.561 -0.268
O 0.6116 -2.8324 0.5150 0.767 -0.952 0.712
H 0.5652 -1.7530 -3.0953 -1.512 -0.371 1.272
H -1.7456 -2.4053 0.6267 0.664 1.364 -0.020
C 1.3222 0.9649 0.4703 1.758 -0.806 -0.732
H -0.9683 -1.9956 -2.5322 1.831 0.269 -0.013
O -1.5736 -1.5187 1.0512 -2.463 -2.842 1.986
S -2.0402 1.8889 0.0001 -0.239 -1.118 0.562
```
Positions in Å, forces in eV/Å.

The calculation puts the frontier orbital gap at 0.341 Eh. The calculation puts the LUMO energy at -0.1114 hartree. For the HOMO energy, the calculation gives -12.309 eV. As for the net charge: +1. The electronic energy is -21831.7254 eV.

***

Formula: C13H27FN2NbO9P2S2
Source: the Open Molecules 2025 dataset
Level of theory: wB97M-V/def2-TZVPD

The geometry in XYZ format:
```
57
Properties=species:S:1:pos:R:3:forces:R:3
H -0.0303 -1.6923 -0.9095 -0.444 -0.248 -0.081
H 2.3901 -0.3082 -0.2472 0.540 0.954 -0.143
O -1.6022 1.8864 3.6329 0.143 0.222 0.045
H 3.9871 1.7669 -0.9766 0.333 -0.185 -0.707
H 4.0551 3.5545 -0.5298 0.449 0.032 0.558
N -0.0574 2.8024 -5.1332 0.004 0.046 0.034
H -0.9983 4.4385 -2.2899 -0.236 0.123 0.256
H 0.0748 1.8015 -5.1581 -0.104 -0.219 -0.183
O 0.9050 -4.1367 0.6949 -0.061 0.080 0.181
O -3.0820 3.6208 2.5699 0.140 0.085 -0.006
O -2.6112 2.0898 -1.3055 -0.123 0.696 0.518
C 3.0211 -3.6576 -0.8086 0.154 -0.144 -0.274
H -4.0319 3.3904 5.1071 0.128 0.038 -0.060
C 3.4694 2.6937 -0.8109 0.638 0.224 0.224
H -2.6130 1.5336 -2.0883 0.177 0.080 -0.388
C -3.7993 1.0892 2.3813 -0.338 -0.264 -0.006
O -0.9023 3.3727 0.3481 -0.460 0.303 -1.126
H 2.2715 -6.3521 -1.0217 -0.015 -0.013 0.028
H 4.8782 -4.7636 -0.8936 0.001 -0.005 0.024
H -5.9243 1.5117 5.0522 -0.006 0.009 0.006
C -3.9574 2.3778 4.7180 -0.352 0.035 0.114
C 2.9966 -5.7127 0.9079 0.091 -0.307 -0.191
H 2.1892 -3.4781 -1.4875 -0.053 0.072 0.049
C -5.2854 1.8133 4.2229 0.022 -0.043 -0.085
C 3.2253 -6.1109 -0.5478 0.001 0.105 -0.049
S -2.9043 2.3689 3.2690 -0.034 -0.379 -0.081
H 3.9358 -5.6627 1.4578 -0.007 0.056 0.029
C -4.9243 0.6275 3.3176 0.036 0.064 0.053
H -1.7303 3.6961 0.7194 -0.110 0.003 0.505
C 0.5436 -0.8681 -3.5435 0.979 -2.692 0.404
P 0.1715 3.3036 -3.6641 -0.088 -0.867 -0.915
O 2.9682 -3.2310 1.8108 -0.188 0.060 0.176
H -4.1893 1.5313 1.4665 0.111 0.076 -0.023
H 2.2895 -6.3528 1.4300 -0.065 0.122 0.068
C 1.3846 -0.1948 -0.5978 0.983 0.209 -0.741
H 3.8627 -4.9848 -2.3117 -0.014 0.031 -0.011
N -0.2520 -0.0638 -3.1867 -1.034 1.764 0.092
H 1.7431 3.6745 -0.3956 -0.147 0.600 -0.439
P -1.1568 1.9664 -0.4899 0.010 -0.904 0.484
C 2.1623 2.8120 -0.9002 -1.702 -0.641 -0.093
O 1.3140 4.4687 -3.7362 -0.412 0.579 0.734
Nb 0.8302 1.4136 -2.0064 2.620 -1.844 1.174
C 0.3316 -0.8984 -0.2644 -0.909 -0.177 0.023
H -3.4995 1.7234 5.4586 0.073 -0.001 -0.029
H 3.6271 -2.7600 -0.7271 -0.116 0.088 0.066
H -3.1086 0.2880 2.1358 0.146 0.129 -0.087
H -4.5750 -0.2054 3.9314 0.013 0.011 0.014
H -5.7850 0.2768 2.7501 0.006 -0.008 -0.018
H -5.8188 2.5704 3.6441 0.010 0.028 0.019
S 2.3400 -4.0502 0.8075 0.226 0.053 -0.263
O -1.1678 4.0989 -3.1762 0.634 0.444 0.021
C 3.8455 -4.8814 -1.2283 -0.017 -0.048 0.077
H 1.8725 4.2404 -4.4809 0.116 -0.108 -0.298
F 2.4399 1.0074 -3.1953 -0.965 0.867 0.626
H -0.2600 -0.6604 0.6187 -0.378 -0.033 0.153
H 3.8700 -6.9857 -0.6244 -0.003 -0.012 -0.002
O 1.2710 -1.7996 -3.7157 -0.404 0.854 -0.455
```
Positions in Å, forces in eV/Å.

The calculation puts the frontier orbital gap at 0.203 Eh. The calculation puts the LUMO energy at 0.0645 hartree. For the HOMO energy, the calculation gives -3.775 eV. As for the net charge: -1. The electronic energy is -79840.9021 eV.